The following is a quantum chemistry calculation of a 9-piece molecular cluster, C56H126BF4N6O6 overall, from OMol25.

Cartesian coordinates (Å):
C: 2.78085 -4.41093 -4.31287
C: 2.68533 -5.36269 -3.12834
N: 2.29192 -4.74759 -1.82586
C: 0.90065 -4.26988 -1.88895
C: 2.32064 -5.83130 -0.72441
C: 1.49669 -7.07642 -0.84935
C: 3.11041 -3.62293 -1.29111
C: 4.54512 -3.96770 -0.97099
O: 5.12889 -4.54694 -2.09619
C: 6.47738 -4.83314 -1.89916
H: 2.85828 -5.05040 -5.19855
H: 3.62145 -3.77875 -4.24934
H: 1.88989 -3.80092 -4.43848
H: 3.69182 -5.82476 -2.93374
H: 2.00588 -6.17575 -3.37470
H: 0.81489 -3.46800 -2.62995
H: 0.68851 -3.83350 -0.91690
H: 0.25858 -5.09392 -2.19568
H: 2.03151 -5.17327 0.16401
H: 3.39054 -6.16503 -0.64246
H: 1.92261 -7.85163 -0.21002
H: 1.42303 -7.47337 -1.83812
H: 0.42702 -6.88211 -0.66590
H: 2.64433 -3.36118 -0.29261
H: 3.02645 -2.71866 -1.89902
H: 4.74315 -4.58599 -0.05165
H: 5.06149 -2.97086 -0.69694
H: 6.59490 -5.37520 -0.96585
H: 6.93635 -3.79029 -1.86237
H: 6.90537 -5.36618 -2.74670
C: -2.23158 2.73680 -4.29376
C: -1.46975 2.56071 -5.54030
N: 0.01892 2.40898 -5.44725
C: 0.63162 3.66767 -5.00173
C: 0.50145 1.42307 -4.40965
C: 0.44636 -0.09149 -4.69579
C: 0.64047 2.06371 -6.82572
C: 0.50628 3.08709 -7.91489
O: -0.83013 3.18310 -8.35482
C: -0.99281 3.60096 -9.67396
H: -3.25683 2.99286 -4.59579
H: -1.83477 3.61175 -3.81522
H: -2.30722 1.89187 -3.56350
H: -1.71083 3.34436 -6.23714
H: -1.74162 1.63524 -6.02345
H: 0.68884 3.59058 -3.90666
H: 0.04699 4.49219 -5.40979
H: 1.64060 3.80240 -5.34308
H: -0.11372 1.74519 -3.56004
H: 1.52956 1.63685 -4.15271
H: -0.41030 -0.33192 -5.32515
H: 0.38742 -0.58053 -3.73438
H: 1.28668 -0.40932 -5.26481
H: 0.15334 1.10710 -7.05901
H: 1.69140 1.88336 -6.61438
H: 1.15440 2.72582 -8.73356
H: 0.91781 4.07041 -7.57443
H: -0.94384 2.72542 -10.39906
H: -0.15001 4.21172 -10.01687
H: -2.00502 3.96819 -9.75038
C: -6.31847 -2.56166 -1.52197
C: -6.02858 -3.72483 -0.48268
C: -5.12819 -4.77726 -1.17883
N: -4.81608 -6.06387 -0.47944
C: -3.75924 -6.76164 -1.35595
C: -2.39352 -6.12257 -1.26006
C: -1.98165 -5.81937 0.18498
C: -2.98176 -5.07460 1.07656
C: -4.32965 -5.85671 1.02274
C: -6.16240 -6.89855 -0.44446
H: -5.35722 -2.01748 -1.66816
H: -6.94248 -1.87639 -0.94439
H: -6.94050 -2.79219 -2.45940
H: -6.94355 -4.08435 -0.00962
H: -5.34735 -3.19437 0.26521
H: -4.17306 -4.23371 -1.40356
H: -5.64938 -4.96165 -2.09235
H: -4.21640 -6.71953 -2.35012
H: -3.69277 -7.82042 -1.12915
H: -2.42376 -5.22379 -1.87326
H: -1.57288 -6.78214 -1.60108
H: -1.04352 -5.26764 0.08722
H: -1.69450 -6.74660 0.69143
H: -3.11402 -4.01473 0.85779
H: -2.59254 -5.13208 2.08871
H: -5.16862 -5.34066 1.45639
H: -4.25872 -6.88732 1.37908
H: -5.99871 -7.97785 -0.27471
H: -6.62673 -6.71760 -1.39234
H: -6.78147 -6.51375 0.33705
C: -3.99691 1.58778 2.97674
C: -3.21531 0.30420 3.22855
C: -2.12832 0.59634 4.21331
N: -1.10189 -0.48830 4.44576
C: -0.09456 0.17015 5.36776
C: 1.02518 -0.74151 5.83673
C: 0.44414 -2.08066 6.47727
C: -0.55764 -2.74258 5.60315
C: -1.71296 -1.67551 5.27827
C: -0.49656 -0.95804 3.14469
H: -4.33567 2.08183 3.89052
H: -4.82454 1.37804 2.21743
H: -3.37339 2.25986 2.41271
H: -2.89094 -0.13191 2.28760
H: -3.87262 -0.51214 3.60154
H: -2.57058 0.86334 5.19076
H: -1.56038 1.45650 3.86355
H: -0.76536 0.61431 6.12254
H: 0.40819 0.99465 4.79292
H: 1.65287 -0.21261 6.54485
H: 1.57382 -1.05035 4.97794
H: 0.03711 -1.79527 7.47201
H: 1.29783 -2.75186 6.63024
H: -1.08041 -3.56775 6.12447
H: -0.10782 -3.12964 4.71909
H: -2.20553 -1.33227 6.19867
H: -2.51317 -2.13731 4.70348
H: -1.36292 -1.31493 2.54791
H: 0.34889 -1.64942 3.31108
H: -0.10916 -0.05029 2.72206
C: 0.01927 4.85524 5.18700
C: -0.62936 4.84421 3.82291
C: -1.54082 6.05158 3.58360
N: -1.91277 6.34064 2.18802
C: -2.44292 4.98244 1.64750
C: -2.97249 5.04031 0.27359
C: -4.13481 6.03034 0.22157
C: -3.69350 7.40322 0.78191
C: -3.06461 7.33593 2.15710
C: -0.68591 6.81296 1.38110
H: 0.98736 5.40694 5.13905
H: 0.24272 3.82928 5.50828
H: -0.62986 5.32068 5.87110
H: -1.20926 3.87820 3.65812
H: 0.14890 4.82897 3.04741
H: -1.01855 6.91200 4.01554
H: -2.48366 5.89936 4.08543
H: -3.26746 4.74438 2.33656
H: -1.63023 4.27339 1.68787
H: -3.37295 4.00561 0.14302
H: -2.22893 5.10674 -0.51082
H: -4.86528 5.55351 0.89092
H: -4.52923 6.06302 -0.79950
H: -4.51639 8.14763 0.79475
H: -3.04612 7.80985 0.05197
H: -3.75288 6.91263 2.86279
H: -2.72925 8.23636 2.55421
H: 0.16756 6.12257 1.50192
H: -0.50637 7.83647 1.74832
H: -1.04682 6.68466 0.31444
C: 3.45668 0.94483 -1.31958
C: 3.33805 2.14371 -0.34652
C: 4.65330 2.50204 0.22477
N: 4.64974 3.55497 1.41122
C: 3.60395 3.10930 2.46853
C: 4.07174 1.81195 3.10557
C: 5.47813 1.89697 3.74827
C: 6.49835 2.39767 2.70039
C: 6.03699 3.72385 2.02486
C: 4.19598 4.88543 0.93814
H: 3.86238 0.06682 -0.81778
H: 3.98006 1.23845 -2.24682
H: 2.46505 0.52691 -1.69233
H: 2.62599 1.88692 0.47139
H: 2.83838 2.98163 -0.79608
H: 5.34938 2.99121 -0.49161
H: 5.10582 1.61198 0.60229
H: 2.69646 3.00098 1.90917
H: 3.60681 3.96446 3.18277
H: 4.11696 0.97746 2.39862
H: 3.34755 1.61858 3.86648
H: 5.88829 0.96311 4.20336
H: 5.37865 2.59707 4.58778
H: 6.71437 1.60192 1.98515
H: 7.50248 2.61250 3.10478
H: 6.66355 3.96729 1.13158
H: 5.98322 4.55397 2.73345
H: 4.26363 5.55730 1.78960
H: 3.12580 4.85904 0.61881
H: 4.84701 5.12261 0.09948
C: 4.10303 -3.09224 2.19681
C: 2.54019 -3.19211 2.45982
O: 2.05324 -2.93085 3.58142
O: 1.85400 -3.60248 1.51296
H: 4.52901 -4.09972 2.27719
H: 4.66003 -2.53151 2.95116
H: 4.32499 -2.65123 1.17730
C: -0.58070 2.17783 0.22485
C: 0.14565 3.42953 -0.24842
O: 0.52262 4.26279 0.65304
O: 0.32044 3.55886 -1.47942
H: 0.03423 1.33896 -0.04460
H: -1.45990 2.04312 -0.46511
H: -0.80067 2.16465 1.33569
B: -2.10903 -1.06637 -1.26430
F: -2.19633 0.03848 -2.20694
F: -2.69509 -0.52393 -0.10526
F: -2.87503 -2.17690 -1.78718
F: -0.76217 -1.45102 -1.07025

## Properties
Net charge ... +3


The following is a quantum chemistry calculation of C29H36AuN9O3S as an isolated structure, from OMol25.

Cartesian coordinates (Å):
Au: 14.09763 10.70656 9.41221
C: 9.63240 6.94803 10.07538
N: 10.88961 6.60981 10.76053
C: 11.19010 5.19027 10.80705
C: 11.95372 7.52340 10.71223
N: 12.04036 8.55464 9.94016
C: 11.60176 8.77308 8.67909
C: 11.70896 7.76882 7.69048
C: 11.19082 8.03188 6.40032
C: 10.55423 9.19626 6.09482
C: 10.54256 10.24974 7.02291
C: 9.89860 11.50238 6.70364
C: 9.89530 12.54239 7.60031
C: 10.59626 12.40741 8.80803
C: 11.23107 11.25248 9.12312
N: 12.23544 11.32521 10.15446
C: 11.90023 11.90238 11.27158
N: 10.70286 11.72378 11.87002
C: 9.93473 10.49454 11.71795
C: 10.06228 12.92065 12.40456
N: 12.77595 12.65773 11.92272
C: 13.79594 13.42438 11.17238
C: 12.87791 12.84006 13.34955
C: 11.10250 10.04315 8.28517
N: 12.89327 7.38131 11.68802
C: 12.51558 7.10918 13.06239
C: 14.06700 8.16019 11.53657
H: 9.69028 6.89883 8.98968
H: 9.28661 7.92304 10.42658
H: 8.98230 6.10516 10.30903
H: 11.15376 4.65551 9.80429
H: 10.43021 4.60320 11.37713
H: 12.21010 5.01798 11.22478
H: 12.04822 6.79051 8.01326
H: 11.23439 7.19820 5.62588
H: 10.00514 9.23257 5.11545
H: 9.33423 11.57546 5.77920
H: 9.39478 13.45868 7.38524
H: 10.83645 13.24976 9.46618
H: 10.55533 9.75458 11.22249
H: 9.07981 10.67181 11.09485
H: 9.52360 10.16975 12.70318
H: 10.59041 13.84418 12.10238
H: 9.98695 12.89130 13.50182
H: 9.07422 12.93298 12.01408
H: 13.41970 13.75239 10.18039
H: 14.76570 12.93563 11.02472
H: 13.95995 14.27111 11.80524
H: 12.19564 12.17631 13.83856
H: 12.55002 13.86556 13.60768
H: 13.88822 12.66355 13.69317
H: 11.44042 7.14033 13.10692
H: 12.97561 7.80997 13.76319
H: 12.87018 6.11300 13.44431
H: 14.52587 7.92544 10.57372
H: 14.85427 7.89565 12.27828
H: 13.88844 9.18950 11.53614
O: 24.09851 8.05810 9.90717
S: 22.82166 7.56458 10.31058
O: 22.17314 8.41830 11.28563
O: 22.78629 6.16256 10.64791
C: 21.74515 7.71655 8.83505
N: 22.23595 7.27946 7.69423
C: 21.38938 7.38694 6.63708
C: 20.11618 7.90854 6.68406
C: 19.67067 8.33588 7.95091
N: 20.48979 8.23812 9.03400
C: 18.39988 8.98112 8.12856
C: 17.42731 9.10925 7.11677
C: 16.22749 9.75350 7.42697
N: 15.90994 10.11090 8.68306
C: 16.86093 10.01431 9.63644
C: 18.09413 9.46043 9.41321
H: 21.79896 7.00526 5.70094
H: 19.58074 7.84477 5.76648
H: 17.60462 8.82934 6.12100
H: 15.34608 9.83533 6.76933
H: 16.55420 10.41187 10.55049
H: 18.83798 9.38704 10.18603

## Properties
Energy above the lowest of the compared OMol25 structures with the same formula, charge and spin ... 0.0 kcal per mole


no.,DFT total energy (eV),E_HOMO (eV),lowest unoccupied orbital energy (eV)
1,-92869.3710,-13.20,-4.630
2,-64735.3535,-6.86,-0.925